one.
{
  "formula": "C5H13N2",
  "method": "wB97M-V/def2-TZVPD",
  "species": ["H", "C", "H", "N", "C", "N", "H", "H", "C", "H", "C", "C", "H", "H", "H", "H", "H", "H", "H", "H"],
  "coordinates": [[-3.0028, 0.6155, -1.7850], [2.0364, -0.4622, -0.1722], [0.7437, 1.0430, 0.4839], [3.0929, 0.3533, -0.1668], [-2.0007, 0.6934, -1.3248], [-1.5534, 0.5487, 1.9349], [2.1625, -1.3689, -0.7596], [-2.2566, 1.2757, -0.4308], [-1.4043, -0.6759, -0.9727], [-1.1573, -0.1317, 1.1941], [-0.4408, -0.7174, 0.1851], [0.8028, -0.0362, 0.2648], [3.8662, 0.1162, -0.7617], [-2.5384, 0.6511, 2.1264], [-2.2512, -1.2950, -0.6795], [-0.9861, -1.1817, -1.8499], [3.1341, 1.1418, 0.4543], [-0.9694, 0.8563, 2.6990], [-0.3797, -1.7214, 0.6242], [-1.3462, 1.3323, -1.9237]],
  "orbital_gap_ev": 6.99,
  "total_charge": 1,
  "lumo_ev": -6.34
}


two.
{
  "formula": "C5H13N2",
  "method": "wB97M-V/def2-TZVPD",
  "species": ["H", "C", "H", "H", "C", "C", "H", "H", "C", "H", "H", "H", "N", "H", "C", "H", "H", "H", "N", "H"],
  "coordinates": [[1.0400, 1.3456, 2.1489], [-0.0557, -2.8157, 1.1352], [1.8462, 1.2768, -1.8847], [0.7759, 2.5156, -0.8469], [0.9359, 1.5899, -1.4288], [-1.4583, 1.0886, -1.6328], [1.6731, -0.6958, 0.8338], [1.0768, -2.9794, 0.9986], [0.6459, -0.3965, 1.1602], [0.2340, -0.0315, -2.1245], [-0.4856, 1.1683, 1.6039], [-1.8220, 0.6152, -0.6645], [-0.0546, 0.8350, -1.7658], [-0.2786, -3.3682, 2.0452], [-0.3395, -1.3536, 1.2729], [-0.5807, -3.2404, 0.2493], [-1.6259, 2.1880, -1.5206], [-1.9843, 0.6272, -2.4720], [0.4967, 1.0165, 1.3423], [-1.3329, -1.0585, 1.5584]],
  "orbital_gap_ev": 7.44,
  "total_charge": 1,
  "lumo_ev": -4.77
}


three.
{
  "formula": "C5H13N2",
  "method": "wB97M-V/def2-TZVPD",
  "species": ["H", "H", "H", "H", "N", "C", "H", "C", "H", "H", "C", "H", "C", "H", "H", "H", "C", "H", "H", "N"],
  "coordinates": [[-0.1462, 1.7191, 0.7459], [-1.7911, 1.2190, 1.0307], [1.3785, 0.1789, 0.0851], [1.5673, -0.7574, -2.3423], [0.6350, 2.9870, 0.9321], [-0.6867, -0.3478, 0.1774], [0.9461, 3.3206, -0.0508], [1.1192, -1.9387, -0.6469], [0.6233, -2.8029, -0.2796], [-1.4433, -2.2248, -0.2823], [-1.7427, -1.2877, 0.2434], [1.5283, 2.5767, 1.3936], [0.6809, -0.6216, -0.1743], [-2.6703, -0.8826, -0.0004], [-1.8568, -1.5318, 1.2745], [0.2309, 3.6751, 1.4440], [0.6760, -0.9886, -1.6606], [-0.3767, -1.0346, -1.9781], [2.1898, -2.0901, -0.5569], [-0.8613, 0.8322, 0.6453]],
  "orbital_gap_ev": 11.38,
  "total_charge": 1,
  "lumo_ev": -3.21
}


four.
{
  "formula": "C5H13N2",
  "method": "wB97M-V/def2-TZVPD",
  "species": ["H", "H", "H", "H", "H", "C", "C", "H", "N", "H", "C", "H", "H", "H", "H", "H", "C", "C", "N", "H"],
  "coordinates": [[0.6865, 0.6180, -0.8521], [1.7400, -2.6247, 1.0764], [-1.8675, 0.6256, -1.0244], [1.6768, -2.3021, -1.8538], [-0.6563, 2.6541, -0.7137], [-1.3416, 1.2203, 0.8902], [0.0315, -0.2313, -0.6668], [-1.8915, -0.7782, 0.0845], [2.1153, -2.4409, -0.9507], [-1.2454, 3.3161, 0.9197], [-1.3632, 0.1359, -0.1875], [2.6123, -3.3139, -0.8075], [0.3240, 2.6904, 0.6509], [-0.0302, -0.7692, -1.6181], [-0.8234, 0.8332, 1.7771], [0.8713, -0.5137, 1.2143], [1.5357, -2.0539, 0.1765], [-0.7279, 2.5342, 0.3664], [0.7284, -1.0408, 0.3619], [-2.3749, 1.4411, 1.1567]],
  "orbital_gap_ev": 10.99,
  "smiles": "CCCCNC=[NH2+]",
  "total_charge": 1,
  "lumo_ev": -3.90
}


Top of the stability list: four, leading by 0.0442 hartree.


one.
{
  "formula": "CH4NOP",
  "method": "wB97M-V/def2-TZVPD",
  "species": ["N", "C", "H", "H", "H", "O", "P", "H"],
  "coordinates": [[0.1392, 0.0968, -1.7525], [0.2098, -0.5177, -0.6563], [0.1991, 1.5736, 0.2829], [-0.5514, 0.1914, 2.5981], [0.0528, -1.6044, -0.4142], [-0.7143, 0.2762, 1.6082], [0.7290, 0.4901, 0.7787], [-0.0643, -0.5061, -2.4448]],
  "orbital_gap_ev": 9.94,
  "smiles": "[H]/N=C/PO",
  "lumo_ev": 0.58
}


two.
{
  "formula": "CH4NOP",
  "method": "wB97M-V/def2-TZVPD",
  "species": ["H", "C", "H", "H", "P", "N", "O", "H"],
  "coordinates": [[-1.6005, -3.3386, 0.4919], [0.4964, 0.8341, -0.0199], [0.8520, 0.4163, -1.0280], [1.3165, 1.2803, 0.5254], [-0.8584, -1.6349, -0.3888], [-1.4475, -2.3982, 0.8133], [-0.0961, -0.1738, 0.6326], [-0.2568, 1.6171, -0.2481]],
  "orbital_gap_ev": 9.25,
  "smiles": "[H]/N=P/OC",
  "lumo_ev": -0.53
}


Top of the stability list: one, leading by 0.0052 hartree.


one.
{
  "formula": "CHF3",
  "method": "wB97M-V/def2-TZVPD",
  "species": ["F", "F", "C", "F", "H"],
  "coordinates": [[0.0067, 1.2038, -0.5679], [-0.8093, -0.1520, 1.0103], [0.0312, -0.0064, -0.0078], [-0.2666, -0.9183, -0.9215], [1.0380, -0.1270, 0.4870]],
  "orbital_gap_ev": 14.57,
  "smiles": "FC(F)F",
  "lumo_ev": 1.09
}


two.
{
  "formula": "CHF3",
  "method": "wB97M-V/def2-TZVPD",
  "species": ["F", "C", "H", "F", "F"],
  "coordinates": [[1.0519, -0.5931, -0.4871], [-0.0638, -0.2879, 0.2111], [-0.1518, -1.1039, 0.8465], [0.0270, 0.9080, 0.9530], [-1.0195, -0.0002, -0.7007]],
  "orbital_gap_ev": 15.22,
  "smiles": "FC(F)F",
  "lumo_ev": 1.05
}


Top of the stability list: one, leading by 0.0073 hartree.


one.
{
  "formula": "C5H13N",
  "method": "wB97M-V/def2-TZVPD",
  "species": ["H", "C", "H", "H", "N", "H", "H", "C", "C", "H", "C", "H", "H", "C", "H", "H", "H", "H", "H"],
  "coordinates": [[0.4915, -1.0853, 0.9229], [1.6611, -0.0308, -0.5053], [-1.3899, -1.6213, 0.6581], [-2.7613, -0.2740, 0.4552], [0.6469, -0.1139, 0.5393], [-1.6827, 1.4614, 2.2136], [1.1309, -2.0171, -1.0937], [-0.6153, 0.5167, 0.2716], [-0.9046, 1.5861, 1.5217], [0.4092, -0.8075, -2.1835], [1.3484, -1.0920, -1.6156], [1.8782, 0.9663, -0.8606], [2.2130, -1.1956, -2.1928], [-1.6636, -0.6328, 0.1658], [-1.0237, 2.5913, 1.1551], [0.0071, 1.7818, 2.0257], [2.7588, -0.3163, -0.0774], [-0.7871, 1.3435, -0.5356], [-1.7170, -1.0604, -0.8644]],
  "orbital_gap_ev": 9.38,
  "smiles": "CCNC(C)C",
  "lumo_ev": 1.16
}


two.
{
  "formula": "C5H13N",
  "method": "wB97M-V/def2-TZVPD",
  "species": ["H", "H", "C", "H", "N", "C", "H", "H", "H", "H", "H", "C", "H", "H", "H", "H", "H", "C", "C"],
  "coordinates": [[-1.5156, 0.1089, -2.1805], [0.7436, 1.5911, 0.3725], [1.3011, -1.4564, -0.5335], [0.7141, -1.9964, 0.2307], [-0.8687, 1.9168, 1.6790], [-0.7084, 0.5900, 2.3116], [1.7580, -0.5618, -0.0231], [-0.7013, 0.5196, 3.3982], [-1.4006, -0.1843, 1.8848], [2.0495, -2.0673, -0.9199], [0.2950, 0.2162, 1.9738], [-0.0038, 2.3658, 0.7919], [0.0495, -2.1868, -2.0906], [-1.5471, -0.7821, -0.6850], [-0.5566, 0.6818, -0.9152], [1.0277, -0.7600, -2.4761], [-0.1169, 3.4722, 0.3300], [0.3394, -1.1896, -1.7301], [-0.8587, -0.2778, -1.4185]],
  "orbital_gap_ev": 10.49,
  "smiles": "C=NC.CCC",
  "lumo_ev": 1.07
}


three.
{
  "formula": "C5H13N",
  "method": "wB97M-V/def2-TZVPD",
  "species": ["H", "H", "N", "H", "H", "H", "C", "C", "H", "H", "C", "H", "H", "C", "H", "H", "H", "C", "H"],
  "coordinates": [[-1.0399, 2.1124, 1.1949], [-2.3265, 0.2088, 2.0198], [0.7626, -0.3842, -1.3879], [-0.5145, -1.7639, -0.6002], [1.9346, 1.2457, -0.6843], [-2.1910, -1.4302, 1.3344], [2.0468, 0.2590, -1.1298], [0.0187, -0.8750, -0.2361], [0.5161, 1.2432, 1.3609], [-0.8996, -0.7406, 2.3254], [-0.9932, 0.1045, 0.3436], [0.8798, -1.1089, -2.0770], [2.6819, -0.3156, -0.4460], [-1.6559, -0.5158, 1.5723], [0.0485, 1.9460, -0.1537], [0.6806, -1.1933, 0.5756], [2.5786, 0.3917, -2.0756], [-0.3446, 1.4282, 0.7241], [-1.7423, 0.3178, -0.4255]],
  "orbital_gap_ev": 9.83,
  "smiles": "CNCC(C)C",
  "lumo_ev": 1.16
}


four.
{
  "formula": "C5H13N",
  "method": "wB97M-V/def2-TZVPD",
  "species": ["H", "H", "H", "C", "H", "H", "H", "C", "H", "N", "H", "C", "H", "H", "H", "H", "C", "C", "H"],
  "coordinates": [[-2.3804, -1.7781, 0.7403], [1.4127, 2.7619, -0.5005], [-1.2714, 0.3819, 0.7440], [-1.3268, -1.6880, 0.3147], [0.9704, -0.4752, -0.8712], [1.5040, -0.6694, 2.1046], [0.5031, 2.0609, 0.8616], [-0.1692, 1.3277, -0.9761], [-0.5202, -1.7130, 1.1071], [1.7619, -0.6677, 1.1082], [-1.0870, 1.7898, -1.3373], [0.1235, -0.0703, -1.3008], [-0.1642, -0.5848, -2.2520], [-2.0299, 0.0636, -0.8915], [1.4832, 0.3785, 0.9275], [-1.1027, -2.3884, -0.4937], [-1.1403, -0.1219, -0.2963], [0.6636, 2.1088, -0.2300], [2.7698, -0.7161, 1.2415]],
  "orbital_gap_ev": 6.07,
  "lumo_ev": 0.14
}


Top of the stability list: three, leading by 0.0676 hartree.


one.
{
  "formula": "C5H13N",
  "method": "wB97M-V/def2-TZVPD",
  "species": ["H", "H", "H", "H", "H", "H", "H", "C", "C", "H", "H", "H", "H", "H", "N", "C", "C", "C", "H"],
  "coordinates": [[1.7915, -1.7093, 0.1911], [0.9112, -4.5663, 2.3668], [-2.7646, 2.3974, -1.1483], [0.3015, 3.1284, -2.0212], [0.0830, -1.7672, 0.0440], [-1.3539, 4.8360, -0.2266], [0.7100, 3.3454, -0.2810], [-2.5397, 3.4497, -0.9809], [-1.3001, 3.9365, -0.8325], [0.2688, -2.9601, 2.3955], [1.9316, -3.0480, 2.2345], [-0.2394, 2.0576, -0.7676], [1.6567, -4.2034, 0.1863], [1.1776, -2.4860, -1.2181], [0.8390, -3.6642, 0.4663], [0.9687, -2.3578, -0.1585], [-0.0748, 3.1134, -0.9980], [1.0276, -3.5874, 1.9134], [-3.3947, 4.0854, -1.1652]],
  "orbital_gap_ev": 10.10,
  "smiles": "C=CC.CNC",
  "lumo_ev": 0.93
}


two.
{
  "formula": "C5H13N",
  "method": "wB97M-V/def2-TZVPD",
  "species": ["H", "H", "C", "H", "H", "H", "C", "C", "C", "H", "H", "H", "H", "N", "H", "H", "H", "C", "H"],
  "coordinates": [[1.8271, 0.6357, 0.4867], [0.9724, -1.3143, -0.8476], [1.2691, 2.0345, -0.8761], [-0.0364, 0.1036, 2.3029], [0.9131, -1.1989, 1.6205], [0.1268, -0.1133, -1.7763], [-0.0929, -0.7728, 1.6571], [-0.6060, -0.4190, 0.2717], [0.5055, -0.3207, -0.7779], [-2.5319, -0.6733, -0.7884], [-1.0371, 0.5949, 0.2840], [-2.3244, -1.6270, 0.7123], [0.8101, 2.1121, -1.8577], [1.5226, 0.6645, -0.4664], [-1.5293, -2.0411, -0.8869], [-0.7288, -1.4959, 2.1663], [0.5527, 2.5465, -0.2130], [-1.8368, -1.2596, -0.1837], [2.2241, 2.5444, -0.8276]],
  "orbital_gap_ev": 9.46,
  "smiles": "CNCC(C)C",
  "lumo_ev": 1.11
}


Top of the stability list: two, leading by 0.0531 hartree.